Below is an isolated molecule of C3H6N3P, with properties calculated with wB97M-V/def2-TZVPD.

The value obtained for the HOMO energy is -0.307 Ha. The value obtained for the HOMO-LUMO gap is 8.6 eV. The energy comes out at -623.4449 hartree. Its max |F| is 2.37 eV/A. Its spin multiplicity is 1.

```
13
Properties=species:S:1:pos:R:3:forces:R:3:nbo_charge:R:1
C 2.355 -0.781 -0.319 0.25 -1.79 -0.59 -0.310
C 0.985 -1.175 -0.167 -0.45 0.22 0.12 0.112
C -2.133 0.973 -0.250 0.00 -0.45 -0.03 -0.921
N 2.523 0.443 0.035 -0.59 2.16 0.77 0.047
N 2.011 1.377 0.433 0.69 -0.30 -0.25 0.105
N 0.128 -0.329 0.249 0.96 0.03 -0.18 -0.799
P -1.527 -0.610 0.500 -0.53 0.08 -0.13 0.727
H 3.150 -1.403 -0.672 0.20 0.03 -0.02 0.234
H 0.780 -2.210 -0.427 -0.22 -0.19 -0.03 0.182
H -2.352 0.821 -1.307 0.05 0.02 0.00 0.223
H -1.368 1.738 -0.139 -0.06 0.09 0.06 0.237
H -3.055 1.260 0.248 -0.11 0.14 0.05 0.227
H -1.496 -0.105 1.815 -0.18 -0.03 0.21 -0.064
```
Positions in Å, forces in eV/Å.



Below is C17H47Ag2N4O5 as an isolated structure, with properties calculated with wB97M-V/def2-TZVPD.

Its charge is +3. The value obtained for the HOMO energy (alpha / beta) is -0.560 / -0.560 Ha. The value obtained for the HOMO-LUMO gap (alpha / beta) is 6.0 / 2.5 eV. The energy comes out at -1563.8447 hartree. As for the expectation value of S²: 2.01. Its max |F| is 2.01 eV/A. Its spin multiplicity is 3.

```
75
Properties=species:S:1:pos:R:3:forces:R:3:mulliken_spin:R:1
Ag 1.540 3.107 -0.257 -0.64 -0.34 0.29 0.096
Ag 2.633 1.042 -3.058 -0.31 -0.27 -0.28 0.015
C 1.007 -0.272 -0.267 0.29 -0.16 0.07 0.007
O 1.613 0.851 -0.825 -0.03 0.32 0.21 0.679
H 0.920 -1.025 -1.065 -0.07 0.03 -0.17 0.051
H 1.569 -0.738 0.542 0.15 0.27 0.08 0.010
H -0.018 -0.085 0.068 -0.09 0.25 -0.11 0.016
C -1.329 1.872 4.060 -0.21 -1.80 0.36 -0.001
C -0.274 0.792 4.416 0.28 0.71 -0.42 0.000
C -0.153 -0.352 3.424 -0.10 0.37 -0.32 0.004
O -1.322 -1.127 3.369 -0.36 0.25 0.19 0.001
C -1.303 -2.150 2.427 -0.11 -0.93 0.01 0.000
N 1.005 1.509 4.501 0.34 -0.16 -0.33 0.000
H -2.171 1.332 3.618 -0.33 0.32 0.35 0.000
H -1.007 2.608 3.322 0.39 0.04 0.11 0.000
H -1.581 2.332 5.011 -0.38 0.41 -0.30 0.000
H -0.513 0.326 5.376 -0.07 0.30 0.07 0.000
H 0.718 -0.951 3.720 0.01 -0.18 -0.15 0.000
H 0.039 0.119 2.444 0.11 -0.20 -0.20 -0.001
H -1.112 -1.792 1.408 0.24 0.08 -0.05 -0.001
H -2.254 -2.686 2.392 -0.30 0.55 0.21 0.000
H -0.613 -2.958 2.708 0.51 0.31 -0.14 0.000
H 1.801 0.966 4.174 -0.07 -0.22 0.45 0.000
H 0.964 2.292 3.862 0.04 0.22 0.15 0.000
C 2.252 -4.202 0.448 1.36 -0.89 0.35 0.016
C 1.510 -5.504 0.724 -0.84 -0.46 0.17 -0.014
C 2.385 -6.763 0.560 0.02 1.75 -0.26 0.083
O 1.582 -7.917 0.695 1.10 0.43 -0.14 0.694
C 2.160 -9.150 0.279 -1.69 -1.07 -0.25 0.018
N 0.961 -5.489 2.104 -0.46 -1.40 -1.27 0.052
H 3.221 -4.276 0.956 0.04 0.06 -0.03 0.000
H 1.795 -3.352 0.947 -0.49 -0.02 -0.42 0.000
H 2.484 -4.086 -0.610 -0.32 0.36 -0.01 -0.001
H 0.787 -5.709 -0.082 -0.58 0.57 0.39 0.006
H 3.205 -6.728 1.297 0.01 -0.59 0.23 0.045
H 2.825 -6.725 -0.443 0.32 -0.56 0.06 0.017
H 1.322 -9.848 0.306 0.17 -0.08 0.32 0.003
H 2.934 -9.478 0.982 0.29 0.33 -0.10 0.048
H 2.456 -9.132 -0.776 0.62 0.53 0.18 0.035
H -0.028 -5.240 2.068 0.22 0.65 0.02 -0.001
H 0.840 -6.488 2.299 0.24 0.15 0.83 0.000
C 0.026 1.995 -5.519 -0.31 0.94 -0.26 -0.001
C -0.283 1.899 -4.040 -0.10 -0.92 -0.05 0.001
C -1.753 1.598 -3.737 -0.57 1.10 -0.23 0.001
O -1.880 1.341 -2.344 0.39 -0.01 -0.27 0.001
C -3.067 0.673 -1.980 -0.85 -0.77 0.04 0.000
N 0.458 0.673 -3.562 -0.43 0.18 0.12 0.013
H -0.355 2.916 -5.966 -0.23 -0.05 0.14 0.000
H -0.428 1.169 -6.067 0.25 -0.10 -0.04 0.000
H 1.102 2.062 -5.687 0.02 -0.37 -0.01 0.000
H 0.094 2.774 -3.507 -0.19 -0.01 0.14 -0.001
H -2.141 0.797 -4.380 0.39 -0.50 0.32 0.000
H -2.438 2.415 -3.993 0.34 0.34 -0.02 -0.001
H -3.988 1.028 -2.455 0.28 0.62 -0.02 0.000
H -3.179 0.770 -0.902 -0.02 -0.11 -0.02 0.000
H -3.052 -0.387 -2.266 0.35 0.00 0.20 0.000
H 0.048 0.412 -2.664 0.09 0.23 0.02 0.002
H 0.057 -0.021 -4.195 0.84 -0.39 -0.03 0.000
C -2.753 4.259 -0.649 -0.01 -0.05 -0.18 0.006
C -1.223 4.194 -0.761 -1.10 0.92 0.52 -0.016
C -0.636 5.514 -0.215 0.66 -0.95 -0.19 0.003
O 0.779 5.322 -0.311 0.65 -0.20 -0.31 0.005
C 1.587 6.373 0.200 0.13 0.68 0.93 0.001
N -0.722 3.018 0.010 -0.23 0.45 -0.68 0.105
H -3.171 4.806 -1.494 -0.04 0.33 0.25 0.003
H -3.022 4.715 0.305 -0.19 0.19 -0.14 0.000
H -3.257 3.290 -0.674 0.35 -0.16 -0.05 0.000
H -0.938 4.116 -1.811 0.22 -0.25 0.07 0.004
H -0.882 5.721 0.831 -0.23 -0.22 0.02 0.000
H -0.943 6.374 -0.813 -0.05 -0.08 -0.12 -0.001
H 2.637 6.082 0.199 -0.08 -0.12 -0.46 0.000
H 1.363 6.558 1.257 -0.25 -0.01 -0.08 0.000
H 1.444 7.308 -0.341 0.02 -0.13 -0.18 0.001
H -1.216 3.084 0.899 0.42 -0.35 0.25 -0.003
H -1.118 2.224 -0.497 0.13 -0.13 0.18 0.004
```
Positions in Å, forces in eV/Å.



Below is C17H26I3N2O3 as an isolated structure, with properties calculated with wB97M-V/def2-TZVPD.

Its charge is +1. The value obtained for the HOMO energy is -0.406 Ha. The value obtained for the HOMO-LUMO gap is 7.6 eV. The energy comes out at -1891.3615 hartree. Its max |F| is 0.76 eV/A. Its spin multiplicity is 1.

```
51
Properties=species:S:1:pos:R:3:forces:R:3:nbo_charge:R:1
C -1.852 -0.834 -4.174 0.11 -0.01 0.05 -0.679
C -2.308 0.478 -3.613 0.08 -0.25 -0.14 -0.153
I -4.051 1.155 -4.484 -0.16 0.15 0.01 0.287
C -1.667 1.154 -2.665 -0.40 0.41 0.18 -0.104
I -2.155 3.071 -1.997 -0.01 -0.03 -0.08 0.263
N -0.518 0.609 -2.003 0.10 0.16 -0.39 -0.352
C 0.663 1.230 -1.975 0.22 0.00 0.08 0.244
N 1.478 0.502 -1.239 0.32 0.08 -0.09 0.015
O 2.733 0.951 -0.974 -0.28 0.07 0.21 -0.313
C 3.757 -0.086 -0.919 0.43 -0.22 -0.18 -0.080
C 4.378 -0.252 0.463 0.00 0.09 0.08 -0.243
C 3.317 -0.377 1.553 -0.18 -0.12 -0.30 -0.618
C 5.492 0.797 0.736 -0.04 0.07 -0.04 -0.213
C 5.191 2.186 0.160 -0.18 -0.08 0.27 -0.622
C 5.850 0.908 2.212 0.10 -0.05 0.00 -0.608
C 0.828 -0.611 -0.776 0.38 -0.20 0.26 -0.076
C -0.430 -0.551 -1.260 -0.32 0.06 0.07 0.184
C -1.551 -1.480 -1.008 0.00 -0.17 -0.02 -0.582
C -2.784 -0.879 -0.367 -0.76 0.08 -0.03 0.488
O -3.891 -1.215 -0.624 0.54 0.16 0.08 -0.471
I -2.394 0.603 1.152 0.09 -0.12 0.03 0.058
H -2.527 -1.630 -3.862 -0.05 -0.07 -0.01 0.245
H -1.895 -0.804 -5.259 0.03 0.04 -0.12 0.262
H -0.833 -1.071 -3.876 0.04 -0.09 0.01 0.215
H 0.941 2.165 -2.425 -0.12 0.09 -0.12 0.271
H 4.511 0.247 -1.627 0.04 0.01 -0.11 0.219
H 3.348 -1.018 -1.304 -0.20 -0.05 0.06 0.194
H 4.870 -1.225 0.392 0.14 -0.08 0.08 0.224
H 3.759 -0.469 2.536 0.06 0.03 0.12 0.242
H 2.626 0.464 1.551 0.00 0.16 0.11 0.209
H 2.734 -1.286 1.399 -0.06 -0.07 0.02 0.193
H 6.385 0.418 0.236 0.07 0.03 -0.15 0.205
H 4.169 2.493 0.375 -0.10 0.04 0.03 0.205
H 5.837 2.925 0.625 0.16 0.07 -0.06 0.228
H 5.346 2.237 -0.914 -0.03 0.02 -0.13 0.206
H 6.648 1.637 2.334 0.09 0.05 0.02 0.224
H 5.011 1.242 2.816 -0.08 0.10 0.06 0.205
H 6.216 -0.033 2.619 -0.07 -0.13 0.04 0.214
H 1.282 -1.331 -0.127 0.08 -0.03 0.06 0.266
H -1.204 -2.240 -0.309 0.05 -0.09 0.04 0.283
H -1.877 -1.989 -1.912 -0.04 -0.06 0.00 0.269
C -6.513 -1.562 3.909 -0.12 0.03 0.03 -0.720
C -7.141 -0.605 2.921 0.07 -0.03 0.00 0.591
O -8.274 -0.214 3.047 -0.03 0.01 0.00 -0.527
C -6.272 -0.162 1.765 -0.21 0.10 0.00 -0.724
H -7.229 -1.805 4.689 0.00 0.00 0.00 0.241
H -6.205 -2.477 3.400 0.06 0.01 -0.01 0.226
H -5.627 -1.109 4.357 0.04 -0.03 -0.03 0.224
H -5.955 -1.024 1.178 0.09 -0.01 0.02 0.230
H -5.383 0.349 2.139 0.02 -0.08 0.01 0.220
H -6.835 0.519 1.131 0.00 0.00 -0.01 0.237
```
Positions in Å, forces in eV/Å.



Below is an isolated molecule of C3H5PS, with properties calculated with wB97M-V/def2-TZVPD.

The value obtained for the HOMO energy (alpha / beta) is -0.298 / -0.273 Ha. The value obtained for the HOMO-LUMO gap (alpha / beta) is 6.9 / 5.8 eV. The energy comes out at -856.6481 hartree. Its max |F| is 2.46 eV/A. Its spin multiplicity is 1.

```
10
Properties=species:S:1:pos:R:3:forces:R:3:nbo_charge:R:1
C 0.934 1.176 0.231 -0.40 -1.02 -1.24 -0.203
C -0.394 0.521 -0.104 1.41 0.96 0.89 -0.583
C -0.556 -0.803 0.502 0.84 -0.14 -1.20 -0.519
P 2.153 -0.868 -1.129 -1.66 1.34 1.23 0.246
S 0.536 -1.882 -0.460 1.10 -1.31 -0.07 0.009
H 0.978 2.176 -0.273 0.36 -0.74 0.01 0.126
H -1.144 0.983 0.477 -1.02 1.95 0.55 0.247
H -0.694 0.514 -1.123 -0.29 0.30 -1.11 0.213
H -0.244 -0.708 1.522 0.19 -0.62 0.72 0.236
H -1.569 -1.111 0.357 -0.53 -0.73 0.22 0.229
```
Positions in Å, forces in eV/Å.



Below is a 14-piece molecular cluster, C28H72N4O20 overall, with properties calculated with wB97M-V/def2-TZVPD.

The value obtained for the HOMO energy is -0.350 Ha. The value obtained for the HOMO-LUMO gap is 9.8 eV. The energy comes out at -2833.6859 hartree. Its max |F| is 4.30 eV/A. Its spin multiplicity is 1.

```
124
Properties=species:S:1:pos:R:3:forces:R:3:mulliken_charge:R:1
C -0.311 0.902 4.721 -1.48 1.46 -0.86 0.203
C -1.286 2.034 4.529 1.14 -1.22 0.13 0.328
N -2.122 2.792 4.342 -0.36 0.59 -0.11 -0.506
H -0.734 0.327 5.524 0.35 -0.43 0.46 0.410
H 0.701 1.258 4.848 0.13 0.01 0.35 0.291
H -0.383 0.352 3.790 0.20 -0.23 -0.04 -0.520
C -2.119 -4.286 6.677 -0.38 -1.28 2.24 -0.778
C -3.056 -3.244 7.026 0.12 0.46 -0.28 0.370
N -3.776 -2.418 7.358 -0.26 0.18 -0.01 -0.420
H -1.655 -4.226 5.729 0.72 0.56 -0.73 0.244
H -2.680 -5.214 6.687 -0.26 -0.29 -0.22 0.293
H -1.460 -4.434 7.569 0.07 0.39 -1.08 0.308
C -4.606 -2.400 3.175 -1.75 -1.26 0.21 -0.982
C -3.241 -2.086 3.225 2.49 1.39 0.75 0.561
N -2.143 -1.811 3.446 -0.72 -0.40 -0.25 -0.655
H -5.284 -1.551 3.270 0.40 0.17 0.03 0.300
H -4.757 -3.053 4.079 -0.31 0.26 -1.12 0.323
H -4.800 -2.865 2.195 -0.16 -0.20 0.58 0.225
C -4.474 4.476 1.960 0.00 -1.01 -0.86 -1.220
C -3.710 3.426 1.244 0.94 -3.24 -1.06 0.532
N -3.243 2.458 0.740 -1.41 3.67 1.74 -0.438
H -4.219 4.500 2.995 0.68 0.11 0.64 0.301
H -5.512 4.165 1.946 -0.29 -0.02 -0.26 0.384
H -4.376 5.423 1.465 0.19 0.47 -0.14 0.320
C 2.759 3.445 -2.969 -1.96 -1.88 -1.40 -0.538
C 3.109 4.643 -2.224 1.24 0.49 1.38 -0.701
O 2.080 5.382 -1.592 -0.63 -0.45 -0.93 -0.501
O 2.084 2.417 -2.212 0.53 0.19 -0.21 0.018
H 3.663 3.036 -3.410 0.35 -0.20 0.09 0.310
H 2.082 3.611 -3.835 0.28 0.39 0.36 0.256
H 3.710 5.199 -2.941 -0.01 0.77 0.00 0.360
H 3.846 4.293 -1.447 -0.71 0.60 -0.27 0.289
H 1.230 5.303 -2.115 0.95 0.09 0.58 0.434
H 2.024 2.720 -1.304 -0.11 0.13 0.78 0.026
C -0.750 -0.796 0.680 0.82 1.06 0.77 1.234
C -0.265 0.528 -0.013 -0.25 -1.81 1.41 0.189
O -0.447 1.642 0.885 -1.35 -0.32 -0.39 0.616
O 0.016 -1.034 1.937 -0.51 -0.06 -0.33 -0.442
H -0.602 -1.659 -0.008 -0.30 0.55 0.43 -0.380
H -1.784 -0.600 0.932 -0.29 -0.54 0.05 0.290
H -0.788 0.595 -0.961 -0.29 0.43 -0.09 -0.712
H 0.793 0.377 -0.224 0.20 0.66 0.12 -0.153
H -1.396 1.950 0.971 1.02 -0.68 -0.48 -0.317
H -0.551 -1.330 2.720 0.22 0.46 -1.83 0.167
C 3.032 -2.476 2.091 -1.43 1.49 -0.28 -0.508
C 2.460 -2.691 0.702 -1.59 -0.15 1.07 0.098
O 1.142 -3.306 0.781 1.34 -0.83 -0.97 -0.670
O 4.171 -1.663 1.931 0.29 1.93 0.96 -0.653
H 3.284 -3.356 2.619 0.45 -1.19 0.29 0.245
H 2.233 -1.980 2.697 0.67 -0.10 -0.33 0.110
H 3.031 -3.403 0.163 0.75 -0.33 -0.75 0.887
H 2.433 -1.699 0.213 -0.09 -0.50 -0.11 -0.122
H 0.592 -2.717 1.271 -0.64 1.19 0.78 0.265
H 3.932 -0.708 2.177 0.17 -1.54 -0.26 0.498
C 1.538 -3.762 -3.565 1.15 -0.44 0.69 -0.679
C 2.989 -3.170 -3.430 0.04 -1.14 0.39 -0.203
O 3.650 -3.563 -2.189 -1.43 -0.61 -1.52 -0.551
O 0.791 -3.437 -2.430 0.34 0.20 2.44 -0.355
H 1.350 -4.848 -3.753 1.09 0.60 -0.09 0.257
H 1.107 -3.218 -4.360 -0.56 0.50 -1.19 0.414
H 2.907 -2.082 -3.472 -0.05 -0.05 0.04 0.065
H 3.564 -3.526 -4.304 -0.03 0.17 0.37 0.352
H 4.093 -2.818 -1.779 0.36 0.68 0.22 0.359
H 1.384 -3.571 -1.631 -0.96 0.25 -1.10 0.131
C -1.658 -5.258 -0.388 -1.15 0.25 0.19 -0.477
C -2.492 -4.620 -1.496 -1.23 -0.64 1.26 -0.522
O -1.951 -3.464 -2.050 0.55 0.86 -0.04 -0.485
O -1.710 -4.330 0.707 0.16 -0.58 -0.24 -0.359
H -0.633 -5.414 -0.676 0.50 -0.06 -0.33 0.335
H -2.085 -6.248 -0.084 0.15 0.70 -0.31 0.317
H -3.464 -4.337 -0.985 0.84 -0.25 -0.63 0.222
H -2.743 -5.348 -2.257 0.02 -0.30 -0.36 0.418
H -0.969 -3.522 -2.120 -0.20 -0.03 -0.11 0.390
H -0.820 -4.374 1.052 0.37 0.40 0.53 0.232
C 2.364 3.098 2.159 -1.69 -1.22 -1.16 -0.666
C 3.344 2.076 2.535 1.52 -0.71 0.61 -0.461
O 2.909 0.742 2.779 -0.23 -0.31 0.49 -0.582
O 1.767 2.666 0.908 -0.28 0.69 0.44 -0.012
H 2.862 4.051 2.074 0.10 0.39 -0.27 0.481
H 1.666 3.149 2.987 -0.78 0.30 -0.02 0.215
H 3.823 2.393 3.469 0.31 0.01 -0.24 0.467
H 4.049 1.966 1.730 0.72 0.38 -0.25 0.123
H 2.017 0.566 2.481 -0.57 0.16 -0.44 0.186
H 0.759 2.412 0.929 1.68 0.54 0.56 -0.174
C -3.765 -0.234 -1.868 -1.24 -0.25 -0.66 0.126
C -4.468 -1.313 -1.054 0.63 1.22 1.95 -0.969
O -3.691 -1.632 0.171 0.06 -1.02 -2.32 -0.265
O -2.538 -0.615 -2.407 1.11 -1.40 0.10 -0.364
H -3.623 0.652 -1.254 -0.03 0.07 0.17 -0.120
H -4.422 0.018 -2.724 -0.04 0.11 0.45 0.385
H -4.746 -2.230 -1.571 0.09 0.08 -0.24 0.320
H -5.338 -0.790 -0.659 -0.41 -0.38 -0.15 0.456
H -3.012 -2.255 -0.201 -0.41 0.60 1.06 -0.047
H -2.437 -1.589 -2.271 0.24 0.62 -0.35 0.283
C -1.430 5.548 -0.301 -0.62 -2.68 0.82 -0.570
C -0.953 4.339 -1.094 0.36 -1.26 -1.53 1.016
O -0.628 4.757 -2.499 -0.33 1.30 2.47 -0.740
O -2.613 6.149 -0.734 -0.62 0.54 0.54 -0.548
H -0.622 6.219 -0.291 1.02 1.22 0.03 0.385
H -1.586 5.174 0.763 0.21 0.49 -1.07 0.150
H -1.560 3.401 -1.180 -0.55 1.27 0.14 0.187
H -0.093 3.882 -0.581 0.38 0.82 -0.22 -0.601
H -0.330 3.990 -2.967 0.13 -1.31 -0.39 0.529
H -2.867 5.854 -1.600 0.17 -0.27 -0.64 0.358
C 4.903 0.551 -1.077 -0.04 -0.62 0.93 0.681
C 5.896 -0.648 -0.991 -2.94 0.77 -0.23 -0.997
O 5.237 -1.791 -0.505 -0.03 -0.85 -0.29 -0.645
O 3.890 0.284 -2.020 0.71 -0.24 -0.48 -0.400
H 5.565 1.424 -1.308 -0.85 -0.13 0.10 0.401
H 4.332 0.663 -0.087 1.34 0.16 -0.83 -0.524
H 6.622 -0.312 -0.315 1.65 0.24 0.85 0.475
H 6.276 -0.842 -1.996 0.15 -0.14 0.21 0.413
H 4.874 -1.698 0.415 0.45 0.29 -0.55 0.363
H 3.282 1.031 -2.018 -0.49 0.27 -0.14 0.313
C -0.925 0.631 -5.244 2.37 -1.02 1.29 -0.814
C -0.189 1.085 -3.955 1.38 -0.17 -1.67 0.254
O -0.758 2.267 -3.463 0.48 0.44 0.93 -0.327
O -2.239 0.432 -4.979 -2.10 -0.98 1.68 -0.550
H -0.379 -0.284 -5.574 -0.35 0.21 -0.03 0.279
H -0.854 1.341 -6.039 0.32 0.77 -0.46 0.474
H 0.861 1.298 -4.286 -0.64 -0.08 0.50 -0.028
H -0.105 0.304 -3.158 -0.46 0.47 -0.66 -0.120
H -1.573 2.479 -3.906 -0.65 -0.28 -0.42 0.321
H -2.274 0.005 -4.064 -0.36 0.40 -1.31 0.550
```
Positions in Å, forces in eV/Å.